Entry 1:
Formula: C5H9NO
Source: the OMol25 dataset
Level of theory: ωB97M-V/def2-TZVPD

spin multiplicity: 1
energy above the lowest of the compared OMol25 structures with the same formula, charge and spin: 5.580 eV
HOMO energy: -7.4388 eV
strongest force on any atom: 1.59 eV Å⁻¹

The geometry in XYZ format:
```
16
C5H9NO ωB97M-V/def2-TZVPD
C 0.93 0.04 1.95
C 0.85 -0.26 -0.71
C 0.09 -0.96 -1.78
C -1.15 -0.08 -1.33
C -0.26 0.22 -0.14
N -0.38 0.47 1.18
O -1.37 1.43 1.54
H 1.92 -0.08 1.43
H 0.73 -0.96 2.33
H 1.12 0.75 2.74
H 1.89 -0.06 -0.51
H 0.47 -0.87 -2.80
H -0.12 -2.01 -1.54
H -2.13 -0.55 -1.20
H -1.24 0.77 -2.02
H -1.35 2.15 0.87
```

Entry 2:
Formula: C11H9N2S
Source: the OMol25 dataset
Level of theory: ωB97M-V/def2-TZVPD

spin multiplicity: 3
net charge: +1
HOMO energy (spin up / spin down): -11.3208 / -12.0521 eV
strongest force on any atom: 4.41 eV Å⁻¹

The geometry in XYZ format:
```
23
C11H9N2S ωB97M-V/def2-TZVPD
C -0.92 1.91 1.26
C -1.53 -3.02 -0.53
C -1.15 -2.09 -1.48
C -0.97 -2.90 0.79
C -0.28 -1.05 -1.20
C 0.00 -1.93 1.06
C 1.91 2.19 -0.81
C 1.55 3.54 -0.90
C -0.32 2.76 0.48
C 0.32 -0.91 0.05
C 1.14 0.19 0.49
N -1.34 0.84 1.60
N 1.42 1.31 -0.01
S 0.08 4.15 -0.13
H -2.31 -3.74 -0.79
H -1.48 -2.09 -2.51
H -1.14 -3.50 1.68
H -0.05 -0.33 -1.96
H 0.50 -1.79 2.13
H 2.87 1.74 -1.36
H 2.07 4.13 -1.65
H -1.95 0.55 2.40
H 1.58 0.05 1.39
```

Entry 3:
Formula: C5H29N2O10
Source: the OMol25 dataset
Level of theory: ωB97M-V/def2-TZVPD

spin multiplicity: 2
energy above the lowest of the compared OMol25 structures with the same formula, charge and spin: 0.000 eV
HOMO energy (spin up / spin down): -10.0861 / -10.0745 eV
strongest force on any atom: 2.59 eV Å⁻¹

The geometry in XYZ format:
```
46
C5H29N2O10 ωB97M-V/def2-TZVPD
C 1.96 -0.50 -3.67
O 2.13 0.85 -4.08
C 2.71 -0.81 -2.37
C 1.93 -1.79 -1.48
C 0.73 -1.14 -0.79
N 0.36 0.58 2.35
C 0.36 -0.37 1.49
N 1.17 -0.46 0.40
H 2.37 -1.08 -4.49
H 0.88 -0.70 -3.57
H 3.70 -1.21 -2.58
H 2.89 0.13 -1.85
H 1.60 -2.63 -2.10
H 2.59 -2.24 -0.74
H 0.26 -0.42 -1.47
H -0.02 -1.89 -0.54
H 0.92 1.41 2.10
H -0.31 -1.21 1.61
H 1.70 0.39 0.16
H 1.73 1.47 -3.44
H 1.05 3.41 -2.84
O 0.91 2.50 -2.47
H 2.73 2.45 0.44
H 3.55 1.41 1.22
O 3.66 2.25 0.76
H -2.85 -2.30 3.82
H -3.74 -1.05 3.44
O -3.75 -2.02 3.56
H -3.75 1.01 -0.28
H -2.29 1.20 -0.03
O -3.05 0.58 0.22
H -3.48 0.65 1.97
H -2.94 1.19 3.31
O -3.70 0.65 2.94
H -3.00 -1.90 0.62
H -3.53 -2.62 1.89
O -3.10 -2.78 1.01
H 1.25 3.84 0.14
H 1.17 2.57 -1.45
O 1.18 2.85 0.02
H -0.46 2.49 -0.21
H -0.88 2.18 -1.61
O -1.30 2.35 -0.74
H -1.59 -3.46 2.57
H -0.50 -2.62 3.28
O -1.25 -3.18 3.47
```

Entry 4:
Formula: C24H26Cl2N6O
Source: the OMol25 dataset
Level of theory: ωB97M-V/def2-TZVPD

SMILES: CCOCCN1CCN(c2nnc3n2-c2ccc(Cl)cc2C(c2ccccc2Cl)=NC3)CC1
spin multiplicity: 1
energy above the lowest of the compared OMol25 structures with the same formula, charge and spin: 0.120 eV
HOMO energy: -7.9133 eV
strongest force on any atom: 1.10 eV Å⁻¹

The geometry in XYZ format:
```
59
C24H26Cl2N6O ωB97M-V/def2-TZVPD
C -0.23 -3.23 -0.66
C -1.73 -3.32 -0.38
O -2.14 -2.64 0.78
C -2.13 -1.23 0.69
C -3.07 -0.72 1.80
N -3.37 0.69 1.85
C -2.36 1.58 2.35
C -1.35 2.08 1.30
N -2.00 2.28 0.01
C -1.58 1.56 -1.07
N -2.35 1.00 -1.96
N -1.56 0.40 -2.88
C -0.33 0.59 -2.55
N -0.25 1.34 -1.39
C 0.92 1.88 -0.86
C 0.96 3.21 -0.45
C 2.12 3.75 0.06
C 3.26 2.96 0.16
Cl 4.72 3.63 0.79
C 3.24 1.64 -0.25
C 2.07 1.08 -0.76
C 2.09 -0.33 -1.22
C 2.79 -1.31 -0.35
C 3.59 -2.27 -0.95
C 4.26 -3.22 -0.19
C 4.13 -3.21 1.19
C 3.31 -2.28 1.80
C 2.65 -1.33 1.03
Cl 1.59 -0.22 1.84
N 1.61 -0.77 -2.30
C 0.90 0.10 -3.21
C -3.44 2.46 0.11
C -4.12 1.24 0.72
H 0.04 -3.93 -1.45
H 0.04 -2.23 -1.00
H 0.33 -3.47 0.23
H -2.01 -4.36 -0.20
H -2.29 -2.96 -1.25
H -1.11 -0.84 0.83
H -2.50 -0.92 -0.30
H -4.02 -1.25 1.68
H -2.65 -1.00 2.76
H -2.88 2.45 2.78
H -1.83 1.09 3.16
H -0.54 1.35 1.19
H -0.90 3.02 1.64
H 0.07 3.81 -0.55
H 2.16 4.78 0.37
H 4.13 1.03 -0.17
H 3.68 -2.27 -2.03
H 4.88 -3.95 -0.67
H 4.64 -3.94 1.79
H 3.18 -2.28 2.87
H 0.63 -0.48 -4.09
H 1.53 0.96 -3.50
H -3.82 2.64 -0.89
H -3.60 3.35 0.72
H -5.13 1.52 1.07
H -4.23 0.48 -0.06
```